[1]
17
Properties=species:S:1:pos:R:3:mulliken_charge:R:1 method="wB97M-V/def2-TZVPD" relative_energy_ev=3.2720 smiles="O=CCCC1=CC1.[H][H]" homo_ev=-9.24 homo_lumo_gap_ev=10.284
O -2.558 0.140 -2.287 -0.471
C -1.407 0.497 -2.369 -0.037
C -0.405 0.392 -1.248 -0.402
C -0.996 -0.236 0.011 -0.342
C -0.068 -0.185 1.166 0.036
C 0.460 -0.701 2.228 -0.439
C 0.921 0.688 1.892 -0.536
H -1.022 0.941 -3.312 0.344
H 0.459 -0.178 -1.618 0.224
H -0.020 1.401 -1.042 0.297
H -1.294 -1.271 -0.185 0.265
H -1.918 0.301 0.269 0.322
H 0.546 -1.516 2.930 0.342
H 1.922 0.842 1.474 0.212
H 0.568 1.539 2.484 0.200
H 2.678 -1.304 -0.449 0.279
H 2.133 -1.349 0.057 -0.295

=====

[2]
23
Properties=species:S:1:pos:R:3:mulliken_charge:R:1 method="wB97M-V/def2-TZVPD" s_squared=2.0062 relative_energy_ev=0.0210 multiplicity=3 homo_ev="-4.55 / -9.87" homo_lumo_gap_ev="5.351 / 8.455"
C -0.212 -0.861 -0.185 -0.140
C 1.000 -0.200 -0.845 0.024
C 1.725 0.764 0.053 0.911
C -1.429 -0.330 0.034 0.853
C 2.096 0.203 1.381 -1.440
C 2.174 1.869 -0.486 -0.988
C -1.756 1.001 -0.652 -1.505
C -2.641 -1.110 0.467 -1.611
O 0.235 -2.068 0.305 -0.410
F 1.895 -1.334 -1.269 -0.388
H 0.629 0.240 -1.825 0.408
H 2.305 0.980 2.056 0.484
H 2.966 -0.387 1.293 0.324
H 1.313 -0.361 1.776 0.313
H 1.822 2.035 -1.618 0.172
H 2.917 2.462 0.014 0.364
H -0.449 -2.672 0.485 0.292
H -2.613 1.389 -0.121 0.362
H -2.159 0.668 -1.610 0.360
H -1.005 1.604 -0.882 0.446
H -2.327 -1.924 0.989 0.463
H -3.147 -1.368 -0.451 0.326
H -3.341 -0.601 1.091 0.382

=====

[3]
18
Properties=species:S:1:pos:R:3:mulliken_charge:R:1 method="wB97M-V/def2-TZVPD" relative_energy_ev=2.4055 homo_ev=-7.87 homo_lumo_gap_ev=8.595
C -1.590 -1.737 1.470 -0.551
C -1.595 -1.215 0.153 -0.588
C -0.728 -0.939 2.187 -0.461
C -0.657 -0.173 0.120 0.246
C -0.722 1.241 -1.992 -0.941
C -0.166 0.619 -0.971 0.394
C 1.809 0.955 -0.955 -0.982
N -0.204 -0.041 1.384 -0.074
S 2.569 -0.146 0.310 -0.189
H -2.261 -2.529 1.965 0.290
H -2.216 -1.473 -0.660 0.467
H -0.587 -0.878 3.260 0.395
H -0.045 1.599 -2.788 0.254
H -1.787 1.256 -1.997 0.355
H 2.158 0.512 -1.949 0.410
H 1.796 1.939 -0.825 0.550
H 0.485 0.677 1.597 0.269
H 3.741 0.333 -0.309 0.157

=====

Copy entry 2 word for word.
23
Properties=species:S:1:pos:R:3:mulliken_charge:R:1 method="wB97M-V/def2-TZVPD" s_squared=2.0062 relative_energy_ev=0.0210 multiplicity=3 homo_ev="-4.55 / -9.87" homo_lumo_gap_ev="5.351 / 8.455"
C -0.212 -0.861 -0.185 -0.140
C 1.000 -0.200 -0.845 0.024
C 1.725 0.764 0.053 0.911
C -1.429 -0.330 0.034 0.853
C 2.096 0.203 1.381 -1.440
C 2.174 1.869 -0.486 -0.988
C -1.756 1.001 -0.652 -1.505
C -2.641 -1.110 0.467 -1.611
O 0.235 -2.068 0.305 -0.410
F 1.895 -1.334 -1.269 -0.388
H 0.629 0.240 -1.825 0.408
H 2.305 0.980 2.056 0.484
H 2.966 -0.387 1.293 0.324
H 1.313 -0.361 1.776 0.313
H 1.822 2.035 -1.618 0.172
H 2.917 2.462 0.014 0.364
H -0.449 -2.672 0.485 0.292
H -2.613 1.389 -0.121 0.362
H -2.159 0.668 -1.610 0.360
H -1.005 1.604 -0.882 0.446
H -2.327 -1.924 0.989 0.463
H -3.147 -1.368 -0.451 0.326
H -3.341 -0.601 1.091 0.382